{
  "formula": "C4H5FO3",
  "method": "wB97M-V/def2-TZVPD",
  "de_lowest_kcal_mol": 89.4,
  "smiles": "O/C(=C\\F)[C@H]1O[C@@H]1O",
  "gap_ha": [0.2980, 0.2980],
  "multiplicity": 1,
  "symbols": ["C", "C", "C", "C", "O", "O", "O", "F", "H", "H", "H", "H", "H"],
  "positions_angstrom": [[-1.2151, 2.1898, 0.2250], [0.0679, 1.4164, -0.4072], [-0.0910, 0.0025, -0.5514], [0.7765, -0.9829, 0.2615], [0.8179, -0.9208, -1.1048], [1.0789, 2.2480, -0.6803], [0.2877, -2.0918, 0.8805], [-1.0269, 3.5177, 0.2990], [-2.1258, 1.7363, 0.7326], [-1.0591, -0.2534, -0.6304], [1.5990, -0.4689, 0.8733], [1.7310, 1.8505, -1.2990], [0.7491, -2.8920, 0.5106]],
  "forces_ev_per_a": [[5.196, -3.825, -2.712], [-6.615, 5.281, 3.116], [2.887, -1.417, 2.362], [0.321, 2.455, 1.369], [1.225, 0.036, -1.576], [1.018, -0.792, -0.716], [0.173, -1.474, -0.732], [-0.403, -0.277, 0.357], [1.478, 0.714, -0.870], [-3.260, -1.107, -0.408], [-0.755, -0.828, -1.222], [-0.633, 0.159, 0.512], [-0.633, 1.076, 0.521]]
}

{
  "formula": "C33H24Cl2FLiN4O5P",
  "method": "wB97M-V/def2-TZVPD",
  "gap_ha": 0.2696,
  "multiplicity": 1,
  "total_charge": -1,
  "symbols": ["Li", "Cl", "C", "C", "C", "Cl", "C", "C", "C", "C", "N", "C", "C", "O", "H", "H", "H", "H", "N", "C", "C", "C", "C", "C", "C", "P", "C", "C", "C", "C", "C", "C", "C", "C", "C", "C", "C", "C", "H", "H", "H", "H", "H", "H", "H", "H", "H", "H", "H", "H", "H", "H", "H", "H", "F", "C", "C", "N", "C", "C", "O", "O", "C", "O", "N", "C", "O", "H", "H", "H", "H"],
  "positions_angstrom": [[-0.6370, -0.4753, -0.5184], [2.2850, -0.6502, -4.3468], [0.5489, -0.6815, -4.3477], [-0.1342, -0.7818, -5.5681], [-1.4628, -0.9370, -5.5691], [-2.3712, -0.9297, -7.0570], [-2.1869, -1.1176, -4.3843], [-3.5154, -1.5623, -4.2940], [-4.0874, -1.8268, -3.0940], [-3.3363, -1.6045, -1.9217], [-2.0966, -1.1988, -1.9627], [-1.5164, -0.9959, -3.1619], [-0.0922, -0.6643, -3.1429], [0.4381, -0.4030, -2.0049], [0.3864, -0.8081, -6.5103], [-4.1258, -1.6797, -5.1871], [-5.1585, -2.1560, -3.0457], [-3.7623, -1.6808, -0.9226], [3.2000, -0.6458, -0.7731], [3.7294, -0.4048, 0.4548], [5.1323, -0.2341, 0.5560], [5.7549, -0.0753, 1.7968], [5.0356, -0.2206, 2.9476], [3.6556, -0.3196, 2.8554], [2.9567, -0.3848, 1.6452], [1.1216, -0.4108, 1.4998], [0.5852, 0.9118, 2.6562], [-0.6453, 0.8328, 3.3214], [-1.1695, 1.9428, 3.9482], [-0.4198, 3.1256, 3.9731], [0.8507, 3.1878, 3.3995], [1.3398, 2.0692, 2.7251], [0.6762, -1.9386, 2.4519], [0.5784, -2.1243, 3.8499], [0.2200, -3.3402, 4.3964], [-0.0324, -4.4462, 3.5787], [0.1331, -4.2961, 2.2188], [0.4158, -3.0532, 1.6701], [3.8593, -0.8150, -1.5018], [2.2696, -0.4427, -1.1043], [5.6940, -0.1600, -0.3491], [6.8427, 0.1358, 1.8232], [5.4912, -0.1402, 3.9445], [3.0976, -0.3916, 3.7855], [-1.2219, -0.0565, 3.2253], [-2.1524, 1.8075, 4.3710], [-0.8428, 4.0119, 4.4078], [1.4294, 4.1035, 3.4291], [2.3184, 2.0829, 2.2852], [0.7392, -1.2823, 4.5078], [0.1238, -3.4151, 5.4521], [-0.3755, -5.3909, 3.9753], [0.0170, -5.1509, 1.5605], [0.5546, -3.0127, 0.6042], [-3.5814, 1.6869, -4.0175], [-2.6153, 2.0168, -3.1350], [-2.7917, 2.1564, -1.8162], [-1.7261, 2.5327, -1.0042], [-2.0545, 2.6116, 0.4580], [-2.4465, 1.2514, 1.0198], [-3.4166, 1.1553, 1.8161], [-1.6283, 0.3530, 0.6500], [-0.4564, 2.6888, -1.4189], [0.4750, 2.9581, -0.6850], [-0.3280, 2.6260, -2.8212], [-1.3103, 2.3814, -3.7511], [-1.1536, 2.5224, -4.9545], [-3.7312, 1.9984, -1.2977], [-2.8120, 3.3812, 0.5731], [-1.1621, 2.9519, 0.9883], [0.6008, 2.8218, -3.1531]],
  "forces_ev_per_a": [[-0.008, -0.181, -0.234], [0.203, 0.230, -0.092], [0.562, -0.207, -0.908], [0.827, -0.174, -0.018], [-1.243, 0.013, -0.611], [0.122, -0.100, -0.330], [-0.378, -0.515, 0.738], [-0.667, 0.103, -0.857], [-1.282, -0.215, 0.685], [-0.346, 0.246, 0.186], [0.356, 0.001, 0.118], [0.808, 0.118, -0.464], [-0.801, 0.271, 1.792], [0.540, -0.162, -0.175], [0.265, 0.278, -0.048], [0.301, 0.010, 0.038], [1.225, 0.313, 0.065], [-0.066, -0.220, -0.167], [0.184, -0.157, -0.345], [0.217, -0.062, 0.425], [-0.446, 0.270, 1.109], [1.099, -0.256, -1.611], [-0.541, 0.478, 1.385], [-0.503, -0.361, 0.115], [0.424, 0.165, 0.018], [0.048, -0.320, 0.813], [0.212, -0.418, -0.004], [0.759, 0.413, -0.642], [0.592, -0.041, 0.005], [-0.047, -0.169, -0.077], [-0.507, -0.417, -0.104], [-0.162, 0.390, 0.519], [-0.120, -0.269, 0.421], [0.072, 0.544, -0.697], [-0.144, -0.244, -0.695], [0.147, 0.449, 0.116], [-0.313, -0.241, -0.182], [0.635, -0.377, -0.046], [0.171, 0.126, -0.352], [-0.477, 0.014, 0.227], [0.351, 0.039, -0.454], [-0.756, -0.251, 0.000], [-0.117, -0.078, -0.559], [-0.105, 0.130, -0.109], [-0.426, -0.497, 0.055], [-0.127, 0.517, 0.145], [-0.099, 0.260, 0.272], [-0.049, -0.033, 0.037], [0.249, 0.167, -0.289], [0.082, 0.095, 0.066], [-0.097, -0.111, 0.754], [0.165, -0.054, 0.189], [-0.118, 0.079, 0.015], [-0.120, 0.236, -0.390], [0.153, 0.124, 0.650], [0.543, 0.377, -0.411], [0.424, -0.028, -0.435], [-1.714, -0.380, 1.676], [0.285, 0.640, -0.763], [-0.644, -0.642, 0.973], [1.393, 0.210, -1.322], [-1.125, 0.148, 0.464], [0.662, 0.370, -0.771], [-0.001, -0.146, -0.399], [0.170, 0.008, 0.772], [-0.815, 0.092, -0.614], [0.161, -0.283, 0.746], [0.078, -0.056, -0.147], [-0.278, -0.083, 0.082], [0.010, -0.137, -0.155], [0.146, -0.038, -0.194]]
}

{
  "formula": "C12H14N2PYb",
  "method": "wB97M-V/def2-TZVPD",
  "de_lowest_kcal_mol": 0.0,
  "gap_ha": [0.1812, 0.1897],
  "multiplicity": 2,
  "symbols": ["C", "C", "C", "C", "C", "Yb", "P", "H", "H", "H", "H", "H", "H", "H", "H", "N", "C", "N", "C", "C", "C", "C", "C", "C", "H", "H", "H", "H", "H", "H"],
  "positions_angstrom": [[0.9391, -1.0774, -0.6818], [1.2773, -2.4464, -0.8022], [0.1558, -3.2328, -0.4023], [-0.9115, -2.3586, -0.0416], [-0.4813, -1.0231, -0.1864], [1.0135, 2.0125, 1.4614], [-0.7714, 3.0502, -0.4291], [1.5528, -0.2073, -0.9345], [2.2310, -2.8354, -1.1524], [0.1132, -4.3215, -0.3960], [-1.0688, -0.1184, -0.0156], [-1.8978, -2.6745, 0.2958], [-2.0813, 2.5855, -0.7963], [-0.3074, 3.2403, -1.7793], [-1.1855, 4.4153, -0.2699], [-1.8731, 0.6051, 3.7966], [-0.9774, 1.3482, 3.1203], [0.1292, 0.6287, 2.8623], [-0.0547, -0.6290, 3.4349], [0.6621, -1.7898, 3.1393], [0.0454, -3.0084, 3.4412], [-1.2242, -3.0491, 4.0510], [-1.9515, -1.8735, 4.3042], [-1.3291, -0.6690, 4.0031], [-2.7878, 0.9157, 4.1363], [-1.1067, 2.4099, 2.8831], [1.6225, -1.6760, 2.6322], [0.5464, -3.9464, 3.1954], [-1.6507, -4.0206, 4.3130], [-2.9683, -1.8751, 4.7136]],
  "forces_ev_per_a": [[-2.179, 0.022, 1.000], [-0.624, 0.145, 0.466], [0.105, 0.842, -0.072], [0.577, 0.073, -0.011], [2.270, -0.358, -0.706], [2.012, 0.304, -1.204], [-1.389, 0.902, -1.618], [-0.099, -0.273, -0.135], [-0.204, 0.090, 0.078], [0.004, 0.295, -0.044], [0.003, -0.153, -0.109], [0.209, 0.073, -0.082], [0.512, 0.033, 0.169], [-0.093, -0.184, 0.617], [0.268, -0.530, 0.087], [-0.699, 0.177, 0.583], [0.834, -1.522, 0.563], [-1.354, 0.226, 1.763], [-0.630, 0.147, -0.954], [-0.173, -0.414, 0.186], [0.591, 0.584, 0.121], [-0.379, 0.717, 0.191], [0.021, -0.778, 0.476], [-0.145, 0.005, -0.789], [0.711, -0.179, -0.346], [-0.107, -0.360, 0.091], [-0.369, -0.417, 0.004], [-0.145, 0.360, 0.049], [0.039, 0.393, -0.192], [0.437, -0.221, -0.181]]
}

{
  "formula": "C29H31N2O2S3Tc",
  "method": "wB97M-V/def2-TZVPD",
  "gap_ha": [0.2603, 0.2266],
  "multiplicity": 2,
  "total_charge": 1,
  "symbols": ["Tc", "C", "N", "C", "C", "N", "C", "C", "C", "C", "C", "C", "C", "S", "C", "C", "C", "C", "C", "C", "S", "H", "H", "H", "H", "H", "H", "H", "H", "H", "H", "H", "H", "H", "H", "H", "H", "H", "H", "C", "C", "O", "S", "C", "C", "C", "C", "C", "C", "C", "C", "H", "H", "H", "H", "H", "H", "H", "C", "C", "C", "O", "H", "H", "H", "H", "H", "H"],
  "positions_angstrom": [[-0.1904, 1.3058, 0.1985], [0.3146, 4.2059, 1.0972], [-0.7314, 3.1705, 1.3527], [-2.0468, 3.6470, 0.8633], [-2.0166, 3.7146, -0.6327], [-1.6188, 2.3932, -1.2091], [-1.0036, 2.7087, -2.5309], [-2.8323, 1.5632, -1.3489], [-3.6837, 1.7348, -2.4313], [-4.8473, 0.9861, -2.5314], [-5.1685, 0.0679, -1.5429], [-4.3180, -0.1087, -0.4640], [-3.1430, 0.6310, -0.3618], [-2.0273, 0.3328, 0.9817], [-0.7826, 2.9412, 2.8027], [-1.6073, 3.6492, 3.6569], [-1.5497, 3.3820, 5.0216], [-0.6672, 2.4330, 5.5109], [0.1657, 1.7345, 4.6449], [0.1055, 1.9943, 3.2863], [1.1561, 1.2158, 2.0974], [1.2326, 3.9029, 1.5896], [-0.0192, 5.1661, 1.4966], [0.5121, 4.3038, 0.0309], [-2.2638, 4.6429, 1.2573], [-2.8125, 2.9643, 1.2259], [-1.2959, 4.4587, -0.9661], [-2.9894, 4.0114, -1.0279], [-1.5896, 3.4655, -3.0537], [-0.9322, 1.8189, -3.1416], [-0.0039, 3.1053, -2.3569], [-3.4538, 2.4564, -3.2036], [-5.5012, 1.1279, -3.3811], [-6.0770, -0.5146, -1.6158], [-4.5490, -0.8333, 0.3071], [-2.2986, 4.3970, 3.2942], [-2.2045, 3.9173, 5.6953], [-0.6303, 2.2251, 6.5718], [0.8539, 0.9870, 5.0170], [4.0728, -6.9534, -0.0932], [5.5664, -6.7912, -0.0225], [6.3266, -7.6709, 0.2562], [6.3094, -5.2163, -0.5296], [5.0118, -4.0143, -0.3965], [4.4181, -3.7396, 0.8350], [3.4506, -2.7580, 0.9379], [3.0775, -2.0139, -0.1868], [3.6920, -2.2790, -1.4117], [4.6479, -3.2747, -1.5169], [2.0808, -0.9947, -0.0632], [1.2283, -0.1450, 0.0865], [3.7907, -7.8235, 0.4958], [3.8109, -7.1350, -1.1376], [3.5301, -6.0743, 0.2410], [4.7296, -4.2901, 1.7134], [2.9879, -2.5419, 1.8919], [3.4171, -1.6920, -2.2790], [5.1173, -3.4850, -2.4688], [-0.6162, -1.3675, -3.5000], [-0.6083, -1.0593, -2.0381], [-0.7896, -2.2036, -1.1050], [-0.4414, 0.1082, -1.6854], [0.0195, -2.2321, -3.6977], [-0.2837, -0.5148, -4.0865], [-1.6313, -1.6441, -3.7962], [-1.4419, -2.9530, -1.5520], [-1.1522, -1.8864, -0.1321], [0.1943, -2.6601, -0.9592]],
  "forces_ev_per_a": [[-0.319, -0.515, -1.092], [0.034, 0.052, 0.009], [0.051, -0.050, 0.057], [-0.069, 0.096, -0.083], [-0.052, -0.026, 0.038], [-0.095, 0.151, 0.002], [0.056, -0.079, 0.031], [-0.024, 0.016, -0.044], [-0.017, 0.028, 0.027], [0.004, 0.019, -0.023], [0.005, -0.007, 0.025], [-0.020, -0.013, 0.012], [0.132, 0.009, -0.009], [0.023, 0.081, 0.046], [-0.033, -0.074, 0.119], [0.007, -0.003, 0.025], [0.004, 0.015, -0.030], [0.027, -0.037, -0.008], [0.020, 0.039, 0.065], [0.025, 0.167, -0.344], [0.166, -0.150, 0.890], [0.017, -0.031, 0.025], [-0.011, -0.013, -0.017], [0.012, -0.015, -0.007], [0.046, -0.016, 0.001], [0.005, -0.051, -0.008], [0.030, -0.019, -0.002], [-0.008, -0.019, -0.007], [0.010, -0.002, -0.003], [0.008, -0.040, 0.024], [0.002, 0.002, -0.005], [-0.018, -0.012, -0.002], [-0.001, -0.006, 0.006], [0.008, -0.004, 0.008], [-0.010, 0.002, -0.010], [-0.008, -0.013, 0.034], [0.008, -0.003, 0.004], [-0.005, 0.002, -0.003], [-0.006, 0.001, 0.005], [-0.031, -0.070, 0.024], [-0.012, 0.114, -0.073], [-0.016, -0.018, -0.013], [0.033, -0.028, 0.076], [0.005, -0.062, 0.019], [0.006, 0.080, -0.028], [0.000, 0.005, 0.014], [0.036, -0.079, 0.036], [-0.063, 0.058, -0.026], [-0.010, -0.037, 0.005], [0.051, 0.112, -0.041], [0.071, 0.209, 0.096], [0.021, 0.002, -0.006], [0.002, 0.017, -0.007], [0.008, -0.009, 0.006], [-0.004, 0.004, 0.002], [0.008, -0.003, -0.001], [0.013, -0.017, -0.009], [-0.004, 0.011, -0.001], [0.022, 0.084, -0.034], [-0.040, -0.081, 0.065], [0.019, 0.002, 0.033], [-0.092, 0.238, 0.134], [-0.011, -0.008, 0.009], [-0.006, -0.007, 0.005], [-0.003, -0.006, 0.018], [-0.011, 0.011, -0.001], [0.010, 0.004, -0.010], [-0.008, -0.012, -0.045]]
}

The records above give, respectively, total energy values of -480.83939, -3236.57214, -2075.02772, -2658.75682 Ha.